# 1
Computed, not measured: C8H5Cl2NS as an isolated structure at a distorted geometry, with the ωB97M-V functional and the def2-TZVPD basis.

XYZ file:
```
17
C8H5Cl2NS | the OMol25 dataset | the ωB97M-V functional and the def2-TZVPD basis
C -3.23 0.07 -0.32
C 2.70 0.11 -1.08
C 1.57 0.92 -0.86
C 2.68 -1.12 -0.43
C 0.64 0.27 -0.04
C -1.40 -0.04 1.48
C -2.11 -0.51 0.22
C -0.62 0.66 0.49
N -4.16 0.62 -0.67
S 1.24 -1.27 0.50
Cl -1.77 -2.09 -0.46
Cl -1.00 2.35 0.23
H 3.53 0.35 -1.68
H 1.32 1.86 -1.17
H 3.51 -1.75 -0.58
H -2.10 0.43 2.20
H -0.81 -0.86 2.16
```

The molecular weight comes out at 218.11 g mol⁻¹. Its HOMO energy is -8.41 eV. The LUMO energy comes out at -0.50 eV. Its HOMO-LUMO gap is 0.29079 hartree. The total energy is -1681.07113 hartree.



# 2
Computed, not measured: C22H38ClFNO11PS as an isolated structure at a distorted geometry, with the ωB97M-V functional and the def2-TZVPD basis.

XYZ file:
```
76
C22H38ClFNO11PS | the OMol25 dataset | the ωB97M-V functional and the def2-TZVPD basis
C 4.62 -0.07 1.41
C 4.18 0.74 0.17
P 2.89 2.05 0.46
C 3.28 2.61 2.18
C 1.17 1.27 0.41
C 0.73 1.11 -1.09
C 1.79 1.03 -2.15
O 2.16 -0.02 -2.66
F 2.33 2.18 -2.61
C 1.08 -0.16 0.98
N 1.77 -1.15 0.19
O 1.47 -0.24 2.37
S 0.27 0.37 3.22
O -0.86 -0.52 3.30
O 0.79 0.59 4.52
C -0.24 2.00 2.54
Cl 0.39 3.25 3.61
C 0.05 2.17 1.02
C 0.13 3.63 0.54
C -1.19 3.98 -0.16
C -2.41 3.80 0.76
C -3.22 2.55 0.37
O -3.31 1.72 1.53
C -3.51 0.36 1.19
H 5.64 0.16 1.69
H 3.95 0.00 2.26
H 4.63 -1.13 1.13
H 5.04 1.28 -0.20
H 3.86 0.06 -0.61
H 2.86 3.61 2.28
H 4.35 2.69 2.32
H 2.81 2.01 2.95
H 0.07 1.93 -1.37
H 0.15 0.21 -1.21
H 0.01 -0.40 0.95
H 2.05 -1.92 0.80
H 1.10 -1.57 -0.44
H -1.31 2.00 2.67
H -0.84 1.77 0.54
H 0.28 4.38 1.31
H 0.91 3.79 -0.20
H -1.15 5.02 -0.47
H -1.29 3.39 -1.07
H -2.17 3.78 1.81
H -3.06 4.65 0.59
H -2.71 2.00 -0.43
H -4.22 2.79 0.02
H -4.14 0.27 0.30
H -4.01 -0.14 2.01
H -2.55 -0.12 1.00
C -1.26 -0.63 -6.13
C -0.92 -0.31 -4.69
C -0.94 -1.49 -3.75
O -1.32 -0.89 -2.50
C -2.04 0.21 -2.79
O -2.69 0.81 -1.99
O -1.93 0.54 -4.09
H -2.30 -0.39 -6.35
H -0.64 -0.03 -6.81
H -1.06 -1.67 -6.36
H 0.03 0.23 -4.62
H 0.03 -1.97 -3.66
H -1.68 -2.24 -4.02
C -0.54 -3.86 2.49
C -0.95 -5.10 1.71
C 0.20 -5.92 1.17
O -0.37 -6.50 -0.02
C -1.34 -5.66 -0.45
O -1.85 -5.72 -1.52
O -1.65 -4.75 0.50
H -0.61 -2.96 1.88
H -1.20 -3.72 3.34
H 0.47 -3.96 2.88
H -1.62 -5.73 2.31
H 0.52 -6.70 1.85
H 1.06 -5.32 0.88
```

The molecular weight comes out at 610.03 g mol⁻¹. Its HOMO energy is -8.10 eV. The LUMO energy comes out at 0.36 eV. Its HOMO-LUMO gap is 0.31087 hartree. The total energy is -3043.04727 hartree.



# 3
Computed, not measured: C52H44AsF8N4O3OsS as an isolated structure at a distorted geometry, with the ωB97M-V functional and the def2-TZVPD basis.

XYZ file:
```
114
C52H44AsF8N4O3OsS | the OMol25 dataset | the ωB97M-V functional and the def2-TZVPD basis
Os -0.31 0.64 -1.72
C 3.18 -4.95 2.82
C 2.66 -4.26 1.59
C 1.38 -4.52 1.10
C 0.88 -3.85 0.00
C 1.68 -2.92 -0.65
C 2.98 -2.67 -0.21
C 3.45 -3.34 0.91
S 0.97 -2.07 -2.01
O 1.35 -2.72 -3.22
O -0.46 -1.98 -1.69
N 1.34 -0.50 -1.99
C 2.43 0.10 -2.62
C 3.62 -0.47 -3.00
C 4.63 0.34 -3.57
C 4.46 1.68 -3.75
C 3.22 2.27 -3.42
C 2.91 3.63 -3.67
C 1.66 4.11 -3.40
C 0.70 3.24 -2.86
N 0.96 1.98 -2.58
C 2.21 1.47 -2.86
H 2.39 -5.53 3.30
H 3.56 -4.22 3.53
H 3.99 -5.62 2.57
H 0.75 -5.25 1.61
H -0.12 -4.04 -0.36
H 3.62 -1.96 -0.73
H 4.46 -3.14 1.26
H 3.75 -1.54 -2.92
H 5.56 -0.13 -3.86
H 5.24 2.29 -4.18
H 3.67 4.27 -4.10
H 1.39 5.13 -3.61
H -0.31 3.58 -2.67
F -5.84 4.85 -0.48
C -5.40 4.62 -1.73
F -5.03 5.79 -2.26
F -6.42 4.14 -2.45
C -4.23 3.66 -1.70
C -3.19 3.87 -0.81
C -2.14 2.98 -0.80
N -2.07 1.92 -1.62
C -3.08 1.72 -2.48
C -4.17 2.57 -2.56
H -3.21 4.70 -0.11
H -1.33 3.11 -0.10
H -3.01 0.85 -3.11
H -4.96 2.37 -3.27
C 0.87 3.07 6.35
C 0.66 2.14 5.18
C -0.47 2.25 4.38
C -0.69 1.40 3.30
C -1.98 1.56 2.53
C 0.26 0.41 3.00
As 0.10 -0.74 1.42
N 0.18 0.72 0.13
C 1.41 1.44 0.37
C 1.45 2.82 0.19
C 2.62 3.54 0.37
C 3.79 2.89 0.73
C 3.77 1.51 0.93
C 2.59 0.80 0.76
C -1.65 -1.58 1.78
C -2.84 -1.51 1.04
C -2.96 -0.70 -0.21
C -3.95 -2.23 1.47
C -3.92 -3.05 2.59
C -5.13 -3.82 3.03
C -2.73 -3.13 3.29
C -1.59 -2.44 2.90
C -0.33 -2.66 3.71
C 1.41 0.29 3.81
C 2.47 -0.78 3.62
C 1.58 1.15 4.88
H 0.03 3.75 6.48
H 1.78 3.66 6.21
H 1.00 2.50 7.27
H -1.21 3.01 4.60
H -2.42 2.54 2.74
H -2.70 0.80 2.81
H -1.81 1.48 1.46
H 0.55 3.35 -0.10
H 2.61 4.61 0.22
H 4.71 3.44 0.86
H 4.67 0.98 1.20
H 2.60 -0.28 0.88
H -2.53 0.28 -0.05
H -4.00 -0.57 -0.50
H -2.44 -1.20 -1.03
H -4.87 -2.16 0.89
H -5.81 -3.99 2.19
H -5.68 -3.27 3.80
H -4.85 -4.78 3.45
H -2.67 -3.76 4.17
H -0.45 -3.54 4.34
H -0.12 -1.80 4.35
H 0.54 -2.82 3.06
H 2.30 -1.38 2.73
H 2.47 -1.45 4.48
H 3.45 -0.32 3.55
H 2.46 1.05 5.50
F -1.14 -3.47 -7.57
C -1.07 -2.59 -6.57
C -2.16 -2.40 -5.74
F -3.29 -3.08 -5.94
C -2.09 -1.47 -4.72
F -3.15 -1.29 -3.92
C -0.95 -0.70 -4.50
O -0.95 0.26 -3.58
C 0.13 -0.92 -5.35
F 1.23 -0.18 -5.20
C 0.07 -1.85 -6.37
F 1.12 -2.02 -7.17
```

The molecular weight comes out at 1222.15 g mol⁻¹. Its HOMO energy (alpha / beta) is -10.30 / -10.25 eV. The charge is +1. The LUMO energy (alpha / beta) comes out at -4.46 / -4.07 eV. Its HOMO-LUMO gap (alpha / beta) is 0.21476 / 0.22728 hartree. The total energy is -5976.05209 hartree.



# 4
Computed, not measured: one molecule with the formula C3H6N2S2 at a distorted geometry, with the ωB97M-V functional and the def2-TZVPD basis.

XYZ file:
```
13
C3H6N2S2 | the OMol25 dataset | the ωB97M-V functional and the def2-TZVPD basis
C -2.47 -0.47 0.02
S -1.72 1.20 0.01
C 0.00 0.98 0.02
S 0.91 2.38 0.01
C 0.54 -0.39 0.01
N 1.76 -0.80 0.00
N 2.79 -0.01 0.02
H -2.21 -1.04 -0.88
H -3.54 -0.23 -0.08
H -2.26 -0.97 0.94
H -0.18 -1.17 -0.02
H 3.65 -0.47 -0.02
H 2.74 1.00 -0.04
```

The molecular weight comes out at 134.23 g mol⁻¹. Its HOMO energy is -8.62 eV. The SMILES is CSC(=S)/C=N\N. The LUMO energy comes out at -0.54 eV. Its HOMO-LUMO gap is 0.29676 hartree. The total energy is -1023.74312 hartree.



# 5
Computed, not measured: a 3-piece molecular cluster, C2H9NO overall at a distorted geometry, with the ωB97M-V functional and the def2-TZVPD basis.

XYZ file:
```
13
C2H9NO | the OMol25 dataset | the ωB97M-V functional and the def2-TZVPD basis
H -6.19 -3.66 1.62
H -6.27 -3.54 2.38
C 1.08 -1.43 -0.59
C 0.92 0.02 -0.58
O 1.64 -0.64 -1.64
H 0.37 -2.09 -1.13
H 1.50 -1.98 0.25
H -0.11 0.29 -0.60
H 1.45 0.44 0.25
N 1.31 3.00 0.19
H 1.01 2.49 -0.62
H 2.31 3.15 0.25
H 0.99 3.96 0.23
```

The molecular weight comes out at 63.10 g mol⁻¹. Its HOMO energy is -10.08 eV. The SMILES is [H][H].C1CO1.N. The LUMO energy comes out at 1.11 eV. Its HOMO-LUMO gap is 0.41112 hartree. The total energy is -211.46423 hartree.



# 6
Computed, not measured: an isolated ion of composition C5H13NP and charge +1 at a distorted geometry, with the ωB97M-V functional and the def2-TZVPD basis.

XYZ file:
```
20
C5H13NP | the OMol25 dataset | the ωB97M-V functional and the def2-TZVPD basis
N -1.45 2.15 2.21
C -0.46 1.15 1.60
P -0.72 0.77 -0.40
C 0.49 0.17 -1.49
C 1.35 -0.95 -0.80
C 0.43 -1.88 -0.07
C 1.23 -2.34 -1.35
H -1.03 2.41 3.12
H -1.38 3.13 1.72
H -2.44 1.80 2.33
H 0.55 1.68 1.50
H -1.58 1.75 -0.86
H -1.57 -0.39 -0.57
H 0.00 -0.10 -2.39
H 1.28 0.85 -1.62
H 2.21 -0.58 -0.29
H -0.64 -1.82 -0.24
H 0.55 -2.23 0.92
H 2.22 -2.90 -1.04
H 0.98 -2.69 -2.28
```

The molecular weight comes out at 118.14 g mol⁻¹. Its HOMO energy is -12.18 eV. The SMILES is [NH3+]C=[PH2]CC1CC1. The charge is +1. The LUMO energy comes out at -3.41 eV. Its HOMO-LUMO gap is 0.32211 hartree. The total energy is -593.96906 hartree.



# 7
Computed, not measured: a 2-piece molecular cluster, C9H14 overall at a distorted geometry, with the ωB97M-V functional and the def2-TZVPD basis.

XYZ file:
```
23
C9H14 | the OMol25 dataset | the ωB97M-V functional and the def2-TZVPD basis
C 0.07 2.86 -1.17
C 0.74 1.54 -0.82
C 1.83 0.91 -1.50
C 2.38 -0.26 -0.99
C 1.84 -0.86 0.15
C 0.73 -0.32 0.67
C 0.25 0.95 0.32
H -0.50 3.25 -0.18
H -0.76 2.84 -1.96
H 0.78 3.65 -1.44
H 2.10 1.25 -2.45
H 3.16 -0.65 -1.66
H 2.33 -1.72 0.58
H 0.17 -0.92 1.44
H -0.34 1.40 1.02
C -1.80 -1.93 1.75
C -2.02 -1.54 0.21
H -2.72 -1.80 2.32
H -1.28 -2.79 2.05
H -1.04 -1.28 2.23
H -2.77 -0.89 -0.05
H -2.04 -2.61 -0.27
H -1.11 -1.04 -0.26
```

The molecular weight comes out at 122.21 g mol⁻¹. Its HOMO energy is -9.04 eV. The SMILES is Cc1ccccc1.CC. The LUMO energy comes out at 1.04 eV. Its HOMO-LUMO gap is 0.37043 hartree. The total energy is -351.24838 hartree.



# 8
Computed, not measured: C35H60Br2CeN14OS2 as an isolated structure at a distorted geometry, with the ωB97M-V functional and the def2-TZVPD basis.

XYZ file:
```
115
C35H60Br2CeN14OS2 | the OMol25 dataset | the ωB97M-V functional and the def2-TZVPD basis
Ce -0.04 0.05 -0.45
C 1.77 -3.06 4.49
N 2.81 -2.72 3.53
C 4.04 -3.49 3.66
C 2.58 -1.90 2.40
N 1.42 -1.81 1.76
C 0.51 -2.91 2.06
C -0.46 -3.19 0.90
N -1.33 -2.05 0.47
C -2.11 -2.57 -0.68
C -2.85 -1.50 -1.45
N -1.95 -0.60 -2.16
C -2.34 -0.21 -3.35
N -3.68 0.02 -3.59
C -4.50 0.64 -2.58
C -4.41 -0.30 -4.82
N -1.45 -0.02 -4.37
C -0.16 -0.66 -4.42
C -1.64 0.98 -5.38
C -2.12 -1.42 1.58
C -1.72 0.00 2.03
N -1.85 1.00 0.90
C -2.37 2.22 1.13
N -2.03 3.30 0.36
C -0.67 3.85 0.27
C -3.10 4.21 -0.13
N -3.42 2.42 2.00
C -3.58 3.66 2.78
C -4.40 1.37 2.31
N 3.66 -1.21 2.00
C 3.90 -0.86 0.60
C 4.62 -0.63 2.90
H 2.23 -3.20 5.47
H 1.23 -3.99 4.25
H 1.08 -2.22 4.62
H 3.77 -4.60 3.77
H 4.58 -3.21 4.57
H 4.66 -3.38 2.75
H -0.11 -2.75 2.96
H 1.08 -3.84 2.27
H -1.12 -4.03 1.14
H 0.14 -3.49 0.04
H -2.91 -3.26 -0.32
H -1.44 -3.12 -1.37
H -3.53 -0.91 -0.79
H -3.48 -2.06 -2.18
H -3.90 0.94 -1.74
H -5.28 -0.04 -2.26
H -5.02 1.53 -2.98
H -3.76 -0.75 -5.58
H -4.92 0.59 -5.20
H -5.19 -1.06 -4.59
H -0.08 -1.40 -3.63
H 0.66 0.04 -4.31
H -0.03 -1.18 -5.40
H -1.10 0.69 -6.31
H -1.27 2.01 -5.10
H -2.68 1.03 -5.65
H -2.09 -2.10 2.44
H -3.18 -1.33 1.28
H -0.70 0.01 2.42
H -2.46 0.19 2.84
H -0.05 3.15 -0.27
H -0.19 3.95 1.25
H -0.76 4.83 -0.22
H -4.06 3.65 -0.22
H -2.84 4.54 -1.14
H -3.27 5.12 0.51
H -2.80 4.38 2.55
H -3.57 3.40 3.83
H -4.59 4.08 2.57
H -4.16 0.50 1.68
H -5.40 1.69 2.07
H -4.34 1.08 3.39
H 4.91 -1.15 0.25
H 3.79 0.24 0.49
H 3.13 -1.36 -0.02
H 4.35 -0.76 3.93
H 4.70 0.45 2.65
H 5.61 -1.09 2.74
C 3.28 2.33 -1.99
C 3.35 0.97 -2.65
C 4.29 0.79 -3.72
C 4.38 -0.44 -4.30
C 3.64 -1.52 -3.81
C 3.71 -2.86 -4.32
Br 4.57 -3.27 -5.93
C 2.92 -3.86 -3.83
C 1.94 -3.57 -2.85
Br 0.67 -4.95 -2.62
C 1.80 -2.27 -2.27
O 0.84 -2.00 -1.46
C 2.73 -1.26 -2.72
N 2.59 -0.03 -2.16
H 4.12 2.55 -1.36
H 2.36 2.36 -1.43
H 3.23 3.11 -2.81
H 4.91 1.64 -3.98
H 4.98 -0.60 -5.19
H 3.00 -4.85 -4.29
S -0.09 3.86 -3.73
C 0.03 2.68 -2.64
N 0.20 1.79 -1.84
S 1.64 1.98 1.88
C 1.03 2.00 3.49
N 0.27 2.99 4.07
C 0.02 2.77 5.50
C 0.75 1.47 5.80
N 1.34 1.14 4.51
H 0.05 3.88 3.64
H -1.08 2.69 5.71
H 0.39 3.59 6.13
H 0.11 0.65 6.13
H 1.51 1.61 6.55
H 1.73 0.20 4.32
```

The molecular weight comes out at 1057.02 g mol⁻¹. The expectation value of S² is 0.75. Its HOMO energy (alpha / beta) is -8.83 / -8.83 eV. As for the spin multiplicity: 2. The charge is +1. The LUMO energy (alpha / beta) comes out at -2.07 / -2.06 eV. Its HOMO-LUMO gap (alpha / beta) is 0.24845 / 0.24855 hartree. The total energy is -8630.93097 hartree.



# 9
Computed, not measured: a 2-piece molecular cluster, C26H29N5O3 overall at a distorted geometry, with the ωB97M-V functional and the def2-TZVPD basis.

XYZ file:
```
63
C26H29N5O3 | the OMol25 dataset | the ωB97M-V functional and the def2-TZVPD basis
C -1.80 4.54 0.30
N -1.68 3.10 0.35
C -2.79 2.33 0.52
O -3.94 2.72 0.67
C -2.35 0.86 0.48
C -2.98 0.06 -0.65
C -4.47 -0.05 -0.49
C -5.32 0.41 -1.51
C -6.70 0.38 -1.32
C -7.25 -0.13 -0.14
C -6.39 -0.62 0.87
C -5.01 -0.57 0.68
N -0.90 0.97 0.37
C -0.10 -0.10 0.31
C 1.29 -0.03 0.17
C 2.13 -1.14 0.35
C 3.56 -1.07 0.09
C 4.17 0.20 -0.19
C 5.56 0.36 -0.23
N 6.07 1.71 -0.21
O 7.31 1.88 -0.19
O 5.24 2.65 -0.20
C 6.42 -0.73 -0.14
C 5.84 -1.99 -0.03
C 4.46 -2.17 0.11
C -0.42 2.38 0.24
C 0.24 2.70 -1.11
C 0.52 2.78 1.39
H -2.86 4.80 0.36
H -1.26 4.99 1.14
H -1.38 4.91 -0.63
H -2.58 0.39 1.45
H -2.74 0.56 -1.60
H -2.52 -0.94 -0.66
H -4.87 0.82 -2.41
H -7.36 0.78 -2.11
H -8.34 -0.15 0.00
H -6.81 -1.02 1.79
H -4.34 -0.94 1.47
H -0.58 -1.09 0.40
H 1.75 0.93 -0.07
H 1.68 -1.94 1.05
H 3.56 1.10 -0.30
H 7.50 -0.56 -0.17
H 6.49 -2.86 -0.04
H 4.06 -3.18 0.20
H -0.45 2.47 -1.93
H 0.50 3.77 -1.15
H 1.15 2.14 -1.29
H -0.01 2.69 2.34
H 1.40 2.13 1.44
H 0.87 3.82 1.24
C 1.10 -4.37 1.72
C 1.40 -4.26 0.28
N 1.53 -5.23 -0.66
C 1.84 -4.55 -1.83
C 1.85 -3.17 -1.56
N 1.58 -2.99 -0.25
H 1.57 -3.50 2.18
H 0.02 -4.32 1.92
H 1.48 -5.28 2.20
H 2.05 -5.05 -2.78
H 2.01 -2.34 -2.25
```

The molecular weight comes out at 459.55 g mol⁻¹. Its HOMO energy is -7.59 eV. The LUMO energy comes out at -1.22 eV. Its HOMO-LUMO gap is 0.23393 hartree. The total energy is -1507.45467 hartree.



# 10
Computed, not measured: a 3-piece molecular cluster, C7H5F3O3S2 overall at a distorted geometry, with the ωB97M-V functional and the def2-TZVPD basis.

XYZ file:
```
20
C7H5F3O3S2 | the OMol25 dataset | the ωB97M-V functional and the def2-TZVPD basis
C -0.70 -0.41 -0.10
C 0.23 -0.21 0.93
C -1.96 -0.81 0.24
C -0.03 -0.40 2.25
C -2.30 -0.87 1.57
C -1.35 -0.78 2.62
C -2.99 2.57 1.48
O 3.45 1.21 -3.96
O 4.50 -0.21 -2.21
O 3.32 -1.20 -4.05
F -3.59 2.26 0.30
F -1.73 2.96 1.16
F 5.55 -0.19 -4.49
S -1.69 -1.09 4.28
S 4.02 -0.05 -3.55
H -0.54 -0.32 -1.16
H 1.17 -0.03 0.65
H -2.86 -1.08 -0.46
H 0.80 -0.26 2.83
H -3.30 -1.10 1.67
```

The molecular weight comes out at 258.24 g mol⁻¹. Its HOMO energy is -0.87 eV. The charge is -2. The LUMO energy comes out at 4.41 eV. Its HOMO-LUMO gap is 0.19415 hartree. The total energy is -1591.40971 hartree.



# 11
Computed, not measured: one molecule with the formula C6H9N2P at a distorted geometry, with the ωB97M-V functional and the def2-TZVPD basis.

XYZ file:
```
18
C6H9N2P | the OMol25 dataset | the ωB97M-V functional and the def2-TZVPD basis
C 2.07 0.80 0.47
C 1.69 -0.52 0.29
C 0.34 -0.50 0.17
C -1.35 1.35 0.23
C -2.52 0.61 -0.53
C 2.44 -1.80 0.03
N 1.03 1.63 0.34
N -0.09 0.79 0.17
P -2.57 -1.14 0.23
H 3.04 1.20 0.62
H -1.22 2.51 -0.10
H -1.81 1.42 1.21
H -3.48 1.12 -0.31
H -2.46 0.57 -1.63
H 2.38 -1.99 -1.05
H 3.58 -1.70 0.29
H 1.99 -2.59 0.50
H -3.07 -1.76 -0.95
```

The molecular weight comes out at 140.13 g mol⁻¹. Its HOMO energy (alpha / beta) is -8.84 / -8.73 eV. The LUMO energy (alpha / beta) comes out at -1.19 / -1.24 eV. Its HOMO-LUMO gap (alpha / beta) is 0.28115 / 0.27534 hartree. The total energy is -684.70243 hartree.



> molecular weight of number 1 (C8H5Cl2NS)?

218.11 g mol⁻¹



> The lowest molecular weight belongs to which entry?

C2H9NO



> Which of these has the lowest molecular weight?

C2H9NO